[1]
Formula: C13H18N5O3S
Source: OMol25
Level of theory: ωB97M-V/def2-TZVPD

Geometry as ORCA input:
```
! wB97M-V def2-TZVPD RIJCOSX def2/J DEFGRID3
* xyz 1 1
C 2.27 1.64 2.02
C 2.81 0.20 1.54
C 3.51 0.41 0.09
C 1.63 -0.90 1.38
C 0.77 -0.59 0.06
C -0.23 0.58 0.14
C -0.98 0.81 -1.23
C -2.04 1.99 -1.43
C -2.06 3.02 -0.21
S -3.38 2.67 1.06
C -4.06 0.98 0.85
N -5.17 0.75 -0.05
N -5.51 -0.57 -0.02
C -4.61 -1.15 0.91
O -3.68 -0.24 1.48
N -0.61 -0.07 -2.29
N 0.22 -1.10 -2.37
C 0.96 -1.43 -1.23
C 2.00 -2.66 -1.38
O 1.23 -3.84 -1.79
N 0.70 -4.45 -0.66
O 1.17 -5.53 -0.52
H 2.97 2.17 2.76
H 1.19 1.54 2.43
H 2.16 2.28 1.07
H 3.59 -0.16 2.28
H 2.91 1.10 -0.60
H 4.53 0.90 0.27
H 3.71 -0.58 -0.44
H 2.10 -1.94 1.39
H 0.94 -0.85 2.30
H -0.43 1.23 1.05
H -1.74 2.57 -2.38
H -3.06 1.51 -1.61
H -2.32 4.05 -0.65
H -1.06 3.15 0.32
H -4.57 -2.24 1.24
H -1.11 0.14 -3.18
H 2.76 -2.48 -2.21
H 2.48 -2.93 -0.39
*
```

Computed properties:
**LUMO energy**: -4.88 eV
**HOMO**: -12.6 eV
**SMILES string**: CC(C)Cc1cc(CCSc2nnco2)[nH+]nc1CON=O
**Electronic energy**: -38184.54149 eV
**Gap between HOMO and LUMO**: 7.69 eV

Charges obtained by Mulliken population analysis, quoted in units of e: number 1, C, carries -0.97; number 2, C, carries 0.37; number 3, C, carries -1.14; number 4, C, carries -1.32; number 5, C, carries 0.43; number 6, C, carries -0.03; number 7, C, carries 0.40; number 8, C, carries -0.80; number 9, C, carries -0.66; number 10, S, carries -0.07; number 11, C, carries 0.32; number 12, N, carries -0.20; number 13, N, carries -0.30; number 14, C, carries 0.03; number 15, O, carries -0.20; number 16, N, carries 0.37; number 17, N, carries -0.94; number 18, C, carries 0.25; number 19, C, carries -0.25; number 20, O, carries -0.20; number 21, N, carries 0.19; number 22, O, carries -0.30; number 23, H, carries 0.33; number 24, H, carries 0.21; number 25, H, carries 0.24; number 26, H, carries 0.45; number 27, H, carries 0.27; number 28, H, carries 0.38; number 29, H, carries 0.22; number 30, H, carries 0.32; number 31, H, carries 0.39; number 32, H, carries 0.35; number 33, H, carries 0.46; number 34, H, carries 0.43; number 35, H, carries 0.39; number 36, H, carries 0.36; number 37, H, carries 0.36; number 38, H, carries 0.32; number 39, H, carries 0.31; number 40, H, carries 0.27



[2]
Formula: C48H61O4ReS3Si3
Source: OMol25
Level of theory: ωB97M-V/def2-TZVPD

Geometry as ORCA input:
```
! wB97M-V def2-TZVPD RIJCOSX def2/J DEFGRID3
* xyz 3 4
Re 1.19 -0.41 0.07
C -2.57 -1.44 7.30
C -2.10 -1.20 5.90
C -2.62 -1.96 4.84
C -2.17 -1.78 3.55
C -1.21 -0.82 3.31
C -0.66 -0.05 4.33
C -1.12 -0.25 5.62
S -0.73 -0.66 1.57
O -1.26 -1.85 0.90
C -1.69 0.82 1.17
C -1.32 1.98 1.87
C -2.01 3.14 1.69
C -3.08 3.20 0.76
C -3.79 4.41 0.54
C -4.80 4.45 -0.37
C -5.15 3.30 -1.11
C -4.49 2.12 -0.91
C -3.45 2.03 0.05
C -2.76 0.80 0.29
C -3.21 -0.42 -0.43
C -4.46 -1.02 -0.13
C -5.29 -0.57 0.92
C -6.48 -1.18 1.17
C -6.91 -2.28 0.40
C -6.11 -2.76 -0.60
C -4.87 -2.16 -0.89
C -4.02 -2.66 -1.91
C -2.81 -2.09 -2.17
C -2.43 -0.97 -1.42
S -0.82 -0.24 -1.61
O 0.23 -1.38 -1.42
C -0.84 0.14 -3.34
C -0.08 -0.56 -4.26
C -0.19 -0.22 -5.60
C -1.04 0.80 -6.03
C -1.19 1.13 -7.48
C -1.77 1.50 -5.07
C -1.68 1.19 -3.73
H -3.65 -1.63 7.32
H -2.34 -0.60 7.95
H -2.09 -2.33 7.71
H -3.39 -2.70 5.04
H -2.56 -2.39 2.73
H 0.11 0.68 4.13
H -0.70 0.34 6.42
H -0.51 1.94 2.59
H -1.75 4.03 2.25
H -3.51 5.29 1.10
H -5.35 5.37 -0.54
H -5.95 3.36 -1.84
H -4.78 1.24 -1.47
H -4.97 0.27 1.53
H -7.11 -0.82 1.98
H -7.86 -2.74 0.61
H -6.43 -3.62 -1.18
H -4.34 -3.53 -2.48
H -2.16 -2.50 -2.93
H 0.57 -1.36 -3.93
H 0.37 -0.79 -6.33
H -0.57 0.50 -8.11
H -0.93 2.17 -7.68
H -2.23 1.01 -7.78
H -2.44 2.30 -5.38
H -2.26 1.73 -2.99
C 1.78 2.58 1.30
O 1.94 1.15 1.44
Si 3.42 0.41 2.05
C 3.32 0.37 3.91
C 4.81 1.57 1.57
C 2.95 -1.13 0.99
Si 4.40 -1.53 -0.33
C 5.93 -2.00 0.66
C 4.86 -0.04 -1.40
C 3.79 -2.82 -1.56
Si 2.79 -2.83 2.02
C 4.33 -3.06 3.08
C 2.37 -4.28 0.90
C 1.33 -2.71 3.19
H 1.60 3.02 2.28
H 0.92 2.79 0.66
H 2.67 3.03 0.87
H 2.92 1.31 4.29
H 4.33 0.27 4.33
H 2.74 -0.45 4.32
H 4.86 2.38 2.30
H 4.69 2.02 0.58
H 5.78 1.07 1.57
H 6.00 -1.47 1.61
H 6.81 -1.74 0.07
H 5.98 -3.06 0.87
H 4.55 0.92 -0.99
H 4.41 -0.17 -2.38
H 5.94 0.00 -1.53
H 3.95 -3.84 -1.22
H 4.35 -2.71 -2.49
H 2.73 -2.69 -1.78
H 5.05 -3.74 2.61
H 4.03 -3.53 4.02
H 4.85 -2.14 3.32
H 3.25 -4.77 0.48
H 1.71 -3.98 0.08
H 1.84 -5.03 1.49
H 1.24 -1.75 3.69
H 1.42 -3.48 3.95
H 0.40 -2.92 2.64
O 1.71 0.86 -1.69
S 2.57 2.11 -2.05
C 3.19 1.81 -3.74
C 2.73 3.01 -4.56
C 1.29 3.27 -4.13
C 1.33 3.33 -2.61
H 2.71 0.89 -4.07
H 4.26 1.68 -3.72
H 2.81 2.81 -5.63
H 3.36 3.88 -4.35
H 0.66 2.43 -4.45
H 0.89 4.19 -4.55
H 0.38 3.08 -2.12
H 1.68 4.30 -2.25
*
```

Computed properties:
**LUMO energy (alpha / beta)**: -9.32 / -9.40 eV
**HOMO (alpha / beta)**: -14.9 / -14.9 eV
**Electronic energy**: -117201.81462 eV
**Gap between HOMO and LUMO (alpha / beta)**: 5.63 / 5.54 eV
**Expectation value of S²**: 3.789

These are the Mulliken partial charges, in e, on atoms 1 to 99: number 1, Re, carries 1.82; number 2, C, carries -1.59; number 3, C, carries 0.87; number 4, C, carries -1.10; number 5, C, carries -0.69; number 6, C, carries 0.71; number 7, C, carries -0.15; number 8, C, carries -1.24; number 9, S, carries 1.26; number 10, O, carries -0.39; number 11, C, carries 1.71; number 12, C, carries -1.10; number 13, C, carries -1.32; number 14, C, carries 0.59; number 15, C, carries -0.98; number 16, C, carries -0.81; number 17, C, carries -0.93; number 18, C, carries -0.74; number 19, C, carries 1.07; number 20, C, carries -1.12; number 21, C, carries 0.22; number 22, C, carries 1.17; number 23, C, carries -0.68; number 24, C, carries -1.01; number 25, C, carries -0.71; number 26, C, carries -1.02; number 27, C, carries 0.63; number 28, C, carries -1.36; number 29, C, carries -1.20; number 30, C, carries 0.68; number 31, S, carries 2.74; number 32, O, carries -0.93; number 33, C, carries 0.13; number 34, C, carries -0.93; number 35, C, carries -0.85; number 36, C, carries 0.93; number 37, C, carries -1.59; number 38, C, carries -0.89; number 39, C, carries -0.67; number 40, H, carries 0.42; number 41, H, carries 0.40; number 42, H, carries 0.31; number 43, H, carries 0.48; number 44, H, carries 0.66; number 45, H, carries 0.32; number 46, H, carries 0.43; number 47, H, carries 0.17; number 48, H, carries 0.56; number 49, H, carries 0.52; number 50, H, carries 0.44; number 51, H, carries 0.51; number 52, H, carries 0.59; number 53, H, carries 0.61; number 54, H, carries 0.49; number 55, H, carries 0.45; number 56, H, carries 0.50; number 57, H, carries 0.49; number 58, H, carries 0.64; number 59, H, carries 0.54; number 60, H, carries 0.43; number 61, H, carries 0.40; number 62, H, carries 0.36; number 63, H, carries 0.35; number 64, H, carries 0.50; number 65, H, carries 0.41; number 66, C, carries -1.39; number 67, O, carries 0.14; number 68, Si, carries 0.73; number 69, C, carries -1.42; number 70, C, carries -1.49; number 71, C, carries 0.62; number 72, Si, carries 0.75; number 73, C, carries -1.17; number 74, C, carries -0.60; number 75, C, carries -1.10; number 76, Si, carries 0.75; number 77, C, carries -1.18; number 78, C, carries -1.28; number 79, C, carries -0.78; number 80, H, carries 0.32; number 81, H, carries 0.18; number 82, H, carries 0.49; number 83, H, carries 0.53; number 84, H, carries 0.48; number 85, H, carries 0.30; number 86, H, carries 0.48; number 87, H, carries 0.31; number 88, H, carries 0.38; number 89, H, carries 0.27; number 90, H, carries 0.49; number 91, H, carries 0.33; number 92, H, carries -0.10; number 93, H, carries 0.05; number 94, H, carries 0.59; number 95, H, carries 0.42; number 96, H, carries 0.48; number 97, H, carries 0.10; number 98, H, carries 0.43; number 99, H, carries 0.52



[3]
Formula: C4H23NO7
Source: OMol25
Level of theory: ωB97M-V/def2-TZVPD

Geometry as ORCA input:
```
! wB97M-V def2-TZVPD RIJCOSX def2/J DEFGRID3
* xyz 0 1
C -1.32 -0.70 0.53
C -1.01 -1.13 -0.84
C -0.58 -2.60 -1.06
O 0.54 -3.12 -0.26
C 0.46 -4.57 -0.13
N -2.07 -0.82 -1.69
H -2.18 -1.10 1.06
H -1.50 0.37 0.65
H -0.48 -0.91 1.19
H -0.14 -0.64 -1.28
H -0.27 -2.59 -2.10
H -1.45 -3.23 -0.94
H 0.64 -5.05 -1.09
H -0.44 -5.05 0.27
H 1.28 -4.97 0.47
H -2.20 0.18 -1.73
H -2.97 -1.17 -1.40
O -0.94 1.81 2.51
H -1.79 1.52 2.20
H -1.01 1.79 3.46
O 2.13 5.07 0.81
H 2.09 4.94 1.76
H 1.74 4.28 0.44
O -1.56 2.05 -1.70
H -1.76 2.53 -2.51
H -0.68 2.35 -1.46
O 1.85 1.59 -1.94
H 1.56 1.85 -1.07
H 2.65 2.10 -2.10
O 0.94 2.19 0.53
H 1.54 1.48 0.79
H 0.22 2.12 1.16
O 2.36 0.12 1.63
H 2.66 -0.78 1.54
H 1.68 0.08 2.30
*
```

Computed properties:
**LUMO energy**: 0.03 eV
**HOMO**: -8.8 eV
**SMILES string**: COC[C@H](C)N.O.O.O.O.O.O
**Electronic energy**: -20342.89606 eV
**Gap between HOMO and LUMO**: 8.83 eV

Charges obtained by Mulliken population analysis, quoted in units of e: number 1, C, carries -1.07; number 2, C, carries 1.10; number 3, C, carries -1.00; number 4, O, carries -0.29; number 5, C, carries -0.82; number 6, N, carries -0.70; number 7, H, carries 0.39; number 8, H, carries 0.01; number 9, H, carries 0.29; number 10, H, carries -0.09; number 11, H, carries 0.36; number 12, H, carries 0.37; number 13, H, carries 0.32; number 14, H, carries 0.33; number 15, H, carries 0.28; number 16, H, carries 0.30; number 17, H, carries 0.28; number 18, O, carries -0.61; number 19, H, carries 0.32; number 20, H, carries 0.28; number 21, O, carries -0.65; number 22, H, carries 0.29; number 23, H, carries 0.37; number 24, O, carries -0.62; number 25, H, carries 0.26; number 26, H, carries 0.27; number 27, O, carries -0.64; number 28, H, carries 0.38; number 29, H, carries 0.30; number 30, O, carries -0.44; number 31, H, carries 0.39; number 32, H, carries 0.17; number 33, O, carries -0.70; number 34, H, carries 0.31; number 35, H, carries 0.28



[4]
Formula: C15H18FeN2O3S2
Source: OMol25
Level of theory: ωB97M-V/def2-TZVPD

Geometry as ORCA input:
```
! wB97M-V def2-TZVPD RIJCOSX def2/J DEFGRID3
* xyz 0 5
C 4.59 3.10 1.23
N 3.73 1.99 1.56
C 2.36 2.16 1.20
C 1.52 0.98 1.70
N 2.05 -0.26 1.14
C 1.22 -1.40 1.17
S -0.48 -1.42 1.42
S 1.95 -2.91 1.17
C 3.42 -0.50 1.61
C 4.32 0.70 1.35
H 5.55 2.99 1.73
H 4.80 3.17 0.16
H 4.15 4.04 1.55
H 2.02 3.08 1.70
H 2.20 2.29 0.11
H 1.63 0.94 2.79
H 0.46 1.10 1.44
H 3.42 -0.71 2.70
H 3.85 -1.38 1.11
H 4.74 0.63 0.32
H 5.19 0.64 2.03
O -1.40 0.08 -3.80
C -2.20 -0.08 -2.97
Fe -3.44 -0.27 -1.69
C -3.44 1.45 -1.14
O -3.45 2.62 -1.20
C -4.67 0.25 -2.82
O -5.18 0.91 -3.64
C -1.73 -1.40 -0.40
C -1.92 -2.54 -1.35
C -3.18 -2.26 -2.15
C -4.34 -2.16 -1.35
C -4.24 -1.41 -0.16
C -2.96 -0.97 0.24
H -0.90 -0.71 -0.69
H -1.05 -2.76 -1.98
H -2.08 -3.46 -0.75
H -3.24 -2.58 -3.20
H -5.31 -2.50 -1.71
H -5.12 -1.03 0.39
H -2.85 -0.42 1.19
*
```

Computed properties:
**LUMO energy (alpha / beta)**: 0.30 / -2.28 eV
**HOMO (alpha / beta)**: -5.6 / -8.5 eV
**Electronic energy**: -81020.11854 eV
**Gap between HOMO and LUMO (alpha / beta)**: 5.89 / 6.17 eV
**Expectation value of S²**: 6.072

Charges obtained by Mulliken population analysis, quoted in units of e: number 1, C, carries -1.08; number 2, N, carries 0.08; number 3, C, carries -0.82; number 4, C, carries -0.66; number 5, N, carries 0.06; number 6, C, carries 0.43; number 7, S, carries -0.20; number 8, S, carries -0.21; number 9, C, carries -0.79; number 10, C, carries -0.84; number 11, H, carries 0.31; number 12, H, carries 0.39; number 13, H, carries 0.32; number 14, H, carries 0.42; number 15, H, carries 0.31; number 16, H, carries 0.29; number 17, H, carries 0.48; number 18, H, carries 0.39; number 19, H, carries 0.39; number 20, H, carries 0.36; number 21, H, carries 0.35; number 22, O, carries -0.36; number 23, C, carries 0.08; number 24, Fe, carries 0.41; number 25, C, carries 0.28; number 26, O, carries -0.37; number 27, C, carries 0.21; number 28, O, carries -0.40; number 29, C, carries -0.02; number 30, C, carries -0.66; number 31, C, carries -0.32; number 32, C, carries -0.71; number 33, C, carries -0.64; number 34, C, carries -0.53; number 35, H, carries 0.33; number 36, H, carries 0.37; number 37, H, carries 0.36; number 38, H, carries 0.56; number 39, H, carries 0.41; number 40, H, carries 0.44; number 41, H, carries 0.57



electronic energy of number 1 (C13H18N5O3S)? -38184.54149 eV